This record from the OMol25 dataset describes a 2-piece molecular cluster, C5H10N2 overall at a distorted geometry. The level of theory is the ωB97M-V functional and the def2-TZVPD basis.

The calculation puts the max |F| at 2.1 eV Å⁻¹. The frontier orbital gap comes out at 9.17 eV. The calculation puts the energy above the lowest of the compared OMol25 structures with the same formula, charge and spin at 355.5 kJ/mol.

Structure (XYZ):
```
17
Properties=species:S:1:pos:R:3:forces:R:3:mulliken_charge:R:1
C -1.918000 0.709807 0.274712 0.034 -0.049 0.017 -1.5614
C -0.102789 -1.097879 0.227106 1.706 0.495 0.954 0.4688
N 1.063705 -1.451911 -0.279225 -0.473 0.036 -0.303 -0.5296
N -0.496384 -1.500139 1.456760 -0.285 -0.266 -0.231 -0.3701
C -0.763536 0.025204 -0.430962 0.855 1.063 -0.849 0.2326
H 1.570462 -2.175498 0.217047 0.036 0.161 0.061 0.1805
H 1.667924 -0.437666 -0.732055 -0.608 0.607 -0.101 0.2967
H 0.088036 -2.085315 2.030571 0.018 0.046 -0.146 0.2000
H -1.305384 -1.099266 1.896566 -0.072 -0.031 -0.159 0.2017
H -0.999458 -0.249497 -1.458657 -0.150 -0.103 0.010 0.3066
H -2.265497 1.550272 -0.325165 0.026 -0.009 0.047 0.3838
H -2.776784 0.048400 0.424456 0.025 -0.013 -0.020 0.3523
H -1.617826 1.104768 1.247809 0.004 0.036 -0.021 0.3910
C 1.904412 1.039777 -1.061940 0.708 -1.278 0.414 -0.6865
C 2.593624 2.020405 -1.252096 -0.189 0.041 -0.361 -0.1455
H 3.151155 2.861042 -1.580367 0.103 0.216 0.131 0.3805
H 0.206340 0.737497 -0.654561 -1.739 -0.954 0.555 -0.1014
```
Forces are in eV/Å.